Formula: C6H15NO
Source: the Open Molecules 2025 dataset
Level of theory: ωB97M-V with the def2-TZVPD basis set

Calculated values
2S+1: 1
SMILES string: C=CCCCCN.O
DFT total energy, a.u.: -367.55666
Energy relative to the best compared isomer or geometry (same formula, charge and spin), eV: 2.031
HOMO-LUMO gap, eV: 9.84
M, g mol⁻¹: 117.2
HOMO energy, Ha: -0.333
Lowest unoccupied orbital energy, eV: 0.8

The geometry in XYZ format:
```
23
Properties=species:S:1:pos:R:3:forces:R:3:nbo_charge:R:1
C -1.2349 -0.0498 1.1883 -0.97 0.56 -0.37 -0.24
C -0.2828 1.0439 1.5712 1.33 1.58 0.77 -0.43
C 0.8264 1.4711 0.5694 0.22 -1.39 -1.22 -0.40
C 1.0841 0.5172 -0.6350 -0.77 1.00 -0.56 -0.46
C 1.5743 -0.8632 -0.3570 0.11 0.56 0.13 -0.18
C 2.0287 -1.2721 0.8189 -0.11 -0.54 -0.38 -0.42
N -2.1696 0.3317 0.0954 0.60 -0.18 -0.46 -0.84
H -0.6789 -0.9347 0.9085 -0.10 -0.28 -0.10 0.20
H -1.8919 -0.2970 2.0183 0.29 -0.13 0.40 0.19
H 0.2303 0.9005 2.5324 -0.24 -0.72 -0.08 0.21
H -0.8080 1.9802 1.8044 -0.47 -0.26 -0.19 0.20
H 0.5870 2.4336 0.1235 0.12 0.15 0.13 0.21
H 1.8271 1.5118 1.0037 -0.26 0.49 0.60 0.20
H 1.7458 1.0590 -1.3263 0.48 -0.28 0.28 0.23
H 0.2129 0.4838 -1.2963 -0.26 -0.29 0.30 0.22
H 1.5515 -1.5363 -1.2097 0.14 -0.13 0.07 0.19
H 2.3460 -2.3024 0.9169 0.13 0.06 0.24 0.20
H 2.0439 -0.6323 1.6886 0.05 0.01 0.07 0.20
H -2.2362 1.3371 0.0002 -0.17 0.24 0.54 0.34
H -1.7453 0.0995 -0.7937 -0.13 -0.36 -0.15 0.36
H -0.7530 -1.5885 -2.0084 -0.83 0.32 -0.88 0.48
H -1.9773 -1.3869 -3.0282 0.30 -0.24 0.41 0.49
O -1.1621 -1.0005 -2.6833 0.55 -0.16 0.46 -0.96
```
Forces are in eV/Å.

Formula: C5F15KN2O11S5
Source: the Open Molecules 2025 dataset
Level of theory: ωB97M-V with the def2-TZVPD basis set

Calculated values
2S+1: 2
DFT total energy, a.u.: -5216.50308
Net charge: -1
Energy relative to the best compared isomer or geometry (same formula, charge and spin), eV: 0.000
HOMO-LUMO gap (alpha / beta), eV: 9.02 / 3.02
M, g mol⁻¹: 748.5
HOMO energy (alpha / beta), Ha: -0.273 / -0.273
Lowest unoccupied orbital energy (alpha / beta), eV: 1.6 / -4.4

The geometry in XYZ format:
```
39
Properties=species:S:1:pos:R:3:forces:R:3:lowdin_spin:R:1
K -0.4186 0.2245 -1.0136 -0.07 -0.19 0.33 0.00
C 4.0674 1.1083 -3.4421 -0.17 0.68 -1.19 -0.01
F 3.7406 0.2167 -4.3947 0.09 0.56 0.72 0.00
F 4.4476 0.4888 -2.3485 -0.29 0.47 -0.34 0.00
F 5.0968 1.8688 -3.9346 -1.42 -0.62 0.84 0.00
S 2.4409 2.2124 -3.1378 1.85 -1.41 -1.72 -0.06
O 2.7420 3.0736 -2.0286 -0.03 0.73 0.23 0.36
O 2.1389 2.8598 -4.4244 0.22 -0.58 1.65 0.35
O 1.4414 1.2316 -2.7415 -0.18 0.24 -0.32 0.37
C -1.1660 4.0101 1.4198 -0.49 -2.56 1.12 0.00
F -2.4296 4.4247 1.5652 1.44 0.33 -0.03 0.00
F -0.8192 3.9986 0.1585 0.02 0.31 -1.07 0.00
F -0.2638 4.7018 2.0962 -0.57 0.48 0.21 0.00
S -1.0711 2.1436 2.0738 -2.16 -1.10 1.43 0.00
O 0.2646 1.6108 1.9951 -0.22 0.62 -1.23 0.00
O -1.6520 2.1354 3.4236 1.02 0.54 -2.47 0.00
N -2.0793 1.2962 0.8208 4.26 2.16 1.37 0.00
S -3.5194 1.2130 1.3006 -5.97 -1.68 1.01 0.00
O -4.0068 2.2314 2.1990 0.58 -0.14 -0.32 0.00
O -4.4750 0.8900 0.2233 2.11 0.10 0.81 0.00
C -3.5563 -0.4197 2.3849 -1.80 1.73 -0.93 0.00
F -4.7718 -0.4570 3.0478 1.26 -0.30 -0.89 0.00
F -3.4856 -1.4510 1.5222 0.11 0.16 1.01 0.00
F -2.6208 -0.4380 3.3038 0.34 -0.58 -0.18 0.00
C -1.9170 -3.3962 -0.8210 2.55 1.08 -0.33 0.00
F -2.8531 -4.2508 -0.4806 0.05 0.75 -0.31 0.00
F -1.3411 -3.7333 -2.0078 -0.80 -0.17 0.94 0.00
F -2.3404 -2.1099 -0.9986 -0.42 -1.14 0.45 0.00
S -0.4872 -3.4265 0.5108 0.87 -2.55 1.87 0.00
O -1.0371 -3.1203 1.8344 0.44 0.37 -2.45 0.00
O 0.0412 -4.8345 0.4093 -1.45 3.74 -0.73 0.00
N 0.5884 -2.1643 -0.0591 -4.74 -1.35 1.22 0.00
S 2.0070 -2.7142 -0.0257 3.83 -1.39 1.81 0.00
O 2.3407 -3.6181 1.0960 -0.24 2.22 -1.83 0.00
O 2.4244 -3.1081 -1.3345 0.84 0.16 -0.52 0.00
C 2.9500 -1.0003 0.3717 -0.02 -0.62 0.44 0.00
F 2.9275 -0.7749 1.6943 -0.25 -0.06 -0.76 0.00
F 4.2399 -1.0117 -0.0018 -0.37 -0.44 -0.04 0.00
F 2.4116 0.0886 -0.2562 -0.26 -0.53 0.19 0.00
```
Forces are in eV/Å.

Formula: C11H9BrN4O3
Source: the Open Molecules 2025 dataset
Level of theory: ωB97M-V with the def2-TZVPD basis set

Calculated values
2S+1: 1
SMILES string: O=C1NC(=O)/C(=C2\CCNC(=O)c3[nH]c(Br)cc32)N1
DFT total energy, a.u.: -3443.34229
Energy relative to the best compared isomer or geometry (same formula, charge and spin), eV: 1.099
HOMO-LUMO gap, eV: 7.91
M, g mol⁻¹: 325.1
HOMO energy, Ha: -0.315
Lowest unoccupied orbital energy, eV: -0.7

The geometry in XYZ format:
```
28
Properties=species:S:1:pos:R:3:forces:R:3:nbo_charge:R:1
O -3.1457 -0.0933 -0.1007 1.00 -0.37 0.53 -0.57
O -1.8792 3.7854 -2.0507 -1.08 -1.66 0.61 -0.61
O 3.2274 -0.1672 3.5006 1.67 -0.27 -0.38 -0.62
Br 4.9916 2.1164 -1.3749 0.44 -0.13 0.29 0.14
C -2.3847 0.7594 -0.5017 0.25 -1.14 0.56 0.64
C -1.8057 2.6585 -1.5448 -0.62 4.89 -1.76 0.76
C 2.3836 -0.3916 2.6365 2.10 2.54 3.13 0.62
C 2.3745 1.0539 -0.7872 0.30 0.06 3.06 -0.29
C 1.5727 0.5061 0.3764 1.51 1.03 -2.61 -0.09
C 3.7041 1.2580 -0.3665 -3.38 -1.80 1.02 0.03
C 2.5418 0.2501 1.3467 -0.26 0.07 -1.38 0.05
C -0.8446 0.9854 -0.4692 1.88 -0.81 1.86 0.05
C 0.0796 0.3301 0.3525 -0.84 0.95 -1.97 0.02
N -2.8507 1.8097 -1.1969 0.59 2.35 -1.19 -0.63
N 3.8071 0.7036 0.9294 -1.47 0.68 -1.98 -0.50
N -0.5984 2.1942 -1.1954 1.05 -2.52 1.71 -0.61
N 1.2646 -0.9324 3.1007 -1.85 -1.07 -1.57 -0.58
C -0.5529 -0.5631 1.3222 -1.71 -2.28 2.38 -0.47
C 0.3886 -1.5002 2.1179 -0.63 -0.81 -1.60 -0.23
H 1.9477 1.3370 -1.7112 -0.16 0.30 -0.76 0.24
H -3.8007 2.1892 -1.1904 0.51 -0.64 -0.14 0.45
H 4.6543 0.7458 1.4534 0.11 -0.25 0.71 0.44
H 0.0654 2.8606 -0.7544 -0.73 -0.58 -0.91 0.43
H 1.4029 -1.5390 3.8980 0.22 0.51 0.14 0.41
H -1.0861 0.0587 2.0930 0.31 -0.44 -0.62 0.23
H -1.3916 -1.2729 0.9092 1.65 1.59 0.36 0.28
H -0.1891 -2.2170 2.6551 -0.85 -0.45 0.22 0.21
H 0.9405 -2.1084 1.3696 -0.01 0.27 0.30 0.18
```
Forces are in eV/Å.

Formula: CFN3O2
Source: the Open Molecules 2025 dataset
Level of theory: ωB97M-V with the def2-TZVPD basis set

Calculated values
2S+1: 1
DFT total energy, a.u.: -452.43842
Energy relative to the best compared isomer or geometry (same formula, charge and spin), eV: 2.960
HOMO-LUMO gap (alpha / beta), eV: 9.93 / 7.37
M, g mol⁻¹: 105.0
HOMO energy (alpha / beta), Ha: -0.409 / -0.366
Lowest unoccupied orbital energy (alpha / beta), eV: -1.2 / -2.6

The geometry in XYZ format:
```
7
Properties=species:S:1:pos:R:3:forces:R:3:nbo_charge:R:1
C -1.2822 -0.2233 0.4915 -1.35 -0.97 0.40 0.28
N -1.7149 -1.0563 1.1837 0.25 0.05 -0.35 -0.22
N -0.7587 0.8504 -0.0215 1.58 1.17 1.04 0.01
N 1.4303 -0.1729 -0.1811 -2.64 0.39 -0.24 0.56
O 1.3569 -1.2843 0.2024 1.35 0.10 0.04 -0.24
O 2.1226 0.7369 -0.4162 1.43 -0.41 0.15 -0.23
F -1.1541 1.1496 -1.2587 -0.60 -0.32 -1.03 -0.17
```
Forces are in eV/Å.

Formula: C56H57N8O5P3S2Ta
Source: the Open Molecules 2025 dataset
Level of theory: ωB97M-V with the def2-TZVPD basis set

Calculated values
2S+1: 1
DFT total energy, a.u.: -4858.90345
Net charge: +3
Energy relative to the best compared isomer or geometry (same formula, charge and spin), eV: 4.717
HOMO-LUMO gap, eV: 4.58
M, g mol⁻¹: 1260.1
HOMO energy, Ha: -0.513
Lowest unoccupied orbital energy, eV: -9.4

The geometry in XYZ format:
```
132
Properties=species:S:1:pos:R:3:forces:R:3:mulliken_charge:R:1
Ta -0.8890 -0.0269 -0.5688 1.09 -0.74 -2.08 2.31
C 3.7567 4.7131 5.8435 0.00 0.02 -0.11 -0.96
S 2.9869 4.9032 4.2194 -0.04 -0.04 0.04 0.01
C 4.0066 3.7525 3.2486 -0.10 0.14 0.12 -1.21
C 3.2026 3.1788 2.0888 0.00 -0.04 0.02 0.03
C 2.0740 2.2818 2.5775 0.26 0.23 -0.22 -1.02
N 1.2368 1.7707 1.4640 0.01 -0.08 0.58 0.71
P -0.1350 2.5070 0.8612 0.51 -0.15 -0.19 1.78
C -0.8481 3.4210 2.2320 -0.49 -0.15 -0.15 0.47
C -0.3788 4.7035 2.5155 -0.05 -0.01 0.01 -0.78
C -0.8831 5.3858 3.6124 0.02 0.02 0.03 -0.80
C -1.8551 4.8001 4.4129 0.02 0.00 -0.04 -0.75
C -2.3418 3.5318 4.1153 0.00 0.01 0.03 -1.04
C -1.8427 2.8406 3.0236 -0.02 0.04 -0.03 -0.14
C 0.1497 3.7766 -0.3961 -0.06 -0.09 -0.02 -0.27
C 1.1967 4.1431 -1.1379 0.13 0.19 -0.01 -0.03
C 1.0539 4.6795 -2.5069 0.06 -0.06 0.00 -0.98
C 0.0112 4.5505 -3.3456 -0.04 -0.09 0.13 -1.33
C -1.3457 3.9354 -3.0611 -0.12 -0.06 -0.05 0.41
C -1.2313 3.7519 -0.9454 -0.14 0.17 0.07 -1.90
P 1.2627 0.1435 1.0544 -0.25 0.63 0.44 1.19
C 2.9914 -0.0852 0.6179 -0.10 -0.32 -0.27 1.80
C 3.4071 0.4804 -0.5902 0.06 0.03 0.06 -0.52
C 4.7274 0.3782 -0.9928 -0.02 0.04 0.01 -0.81
C 5.6450 -0.2872 -0.1866 -0.01 0.00 0.01 -1.05
C 5.2464 -0.8085 1.0359 0.04 0.00 0.03 -1.10
C 3.9229 -0.7088 1.4460 0.04 0.03 -0.07 -1.30
C 0.8972 -0.7782 2.5638 -0.10 -0.27 -0.14 1.22
C -0.0023 -0.2117 3.4729 0.09 0.00 -0.03 -0.77
C -0.3598 -0.9017 4.6211 -0.01 -0.02 -0.01 -0.86
C 0.1733 -2.1619 4.8688 -0.03 0.00 0.00 -1.00
C 1.0530 -2.7375 3.9614 0.05 -0.03 0.00 -0.49
C 1.4029 -2.0585 2.8043 0.04 0.10 0.07 -1.75
H 3.2937 5.4464 6.4999 0.02 -0.01 0.02 0.37
H 4.8238 4.9167 5.7829 -0.01 0.03 0.03 0.34
H 3.5824 3.7132 6.2367 0.02 0.02 0.02 0.28
H 4.3467 2.9570 3.9161 0.03 -0.01 -0.06 0.48
H 4.8761 4.2891 2.8732 0.07 -0.10 0.00 0.56
H 3.8683 2.6023 1.4405 -0.02 0.04 -0.07 -0.10
H 2.7819 3.9994 1.4960 0.03 -0.02 -0.01 0.08
H 1.4476 2.8325 3.2798 -0.06 -0.07 0.01 0.97
H 2.4896 1.4240 3.1111 -0.04 -0.04 0.00 0.73
H 0.3760 5.1643 1.8891 0.00 0.01 0.03 0.55
H -0.5116 6.3760 3.8419 0.00 -0.03 0.01 0.54
H -2.2437 5.3392 5.2670 0.00 -0.01 -0.02 0.45
H -3.1146 3.0907 4.7317 0.01 0.01 -0.01 0.53
H -2.2399 1.8621 2.7717 0.00 0.04 0.02 0.34
H 2.2085 4.0374 -0.7585 -0.02 -0.11 -0.05 0.44
H 1.9303 5.1851 -2.8960 -0.03 0.01 0.00 0.48
H 0.1133 4.9938 -4.3293 0.00 0.01 0.01 0.53
H -1.9508 3.8104 -3.9543 0.04 0.06 -0.03 0.53
H -1.9149 3.4346 -0.1500 -0.05 0.06 0.02 1.23
H 2.6955 1.0274 -1.1985 0.04 0.01 0.00 0.49
H 5.0470 0.8216 -1.9278 0.00 -0.02 0.02 0.52
H 6.6756 -0.3819 -0.5041 -0.02 0.02 0.02 0.47
H 5.9689 -1.2931 1.6798 -0.01 0.02 -0.01 0.52
H 3.6424 -1.0904 2.4166 0.01 -0.02 -0.01 0.62
H -0.3897 0.7855 3.3030 0.02 -0.02 0.06 0.43
H -1.0389 -0.4492 5.3328 0.02 0.00 -0.01 0.57
H -0.0958 -2.6957 5.7714 0.01 0.02 -0.01 0.46
H 1.4666 -3.7191 4.1560 -0.02 0.02 0.00 0.54
H 2.0753 -2.5209 2.0924 -0.02 -0.02 0.02 0.17
O 0.4222 0.4148 -2.3301 -0.87 -0.08 0.77 -0.73
C 1.2912 -0.1814 -3.0255 0.17 0.09 -0.08 -0.56
C 1.9717 -1.3506 -2.6891 -0.04 -0.03 -0.09 1.39
C 2.9762 -1.8175 -3.5653 0.04 0.10 -0.17 -1.16
C 3.6849 -2.9220 -3.2310 0.02 -0.04 0.05 -1.50
C 3.4409 -3.6092 -2.0323 -0.04 0.00 0.02 -0.69
C 2.4570 -3.1780 -1.1772 0.03 -0.10 0.11 -0.61
C 1.6788 -2.0510 -1.4909 0.00 -0.02 0.17 0.23
O 0.7175 -1.6846 -0.6815 -0.74 0.40 -0.20 0.56
N 4.7317 -3.4133 -4.1471 0.05 -0.02 -0.02 1.08
O 4.9283 -2.7656 -5.1508 -0.03 0.02 0.00 -0.61
O 5.3114 -4.4224 -3.8196 -0.01 -0.01 0.04 -0.61
H 1.5493 0.2830 -3.9826 -0.02 0.10 0.03 0.45
H 3.1901 -1.3007 -4.4935 -0.01 -0.02 0.01 0.81
H 4.0381 -4.4835 -1.8077 0.00 0.01 0.01 0.62
H 2.2578 -3.7018 -0.2498 0.03 -0.01 -0.04 0.43
S -5.2180 1.1648 0.5949 -0.08 0.01 0.03 -0.19
C -4.6851 0.0942 1.8064 -0.05 0.05 0.03 -0.48
C -3.3979 -0.3211 1.6097 0.07 0.14 0.05 -1.59
C -2.8034 0.2422 0.4439 0.54 -0.43 0.02 2.04
C -3.7050 1.0744 -0.2010 -0.15 0.11 0.04 0.32
C -3.2373 1.9633 -1.2434 -0.06 0.14 -0.12 1.11
C -3.9723 3.2026 -1.5418 -0.10 -0.15 -0.04 -1.31
C -3.4447 4.4059 -1.8067 0.11 -0.01 0.04 -1.60
C -1.9807 4.7260 -1.8737 0.09 0.04 -0.05 0.26
C -1.1570 2.7271 -2.0993 -0.20 0.17 -0.13 -1.33
N -2.0653 1.6553 -1.7249 0.65 -0.54 0.70 0.46
H -5.3562 -0.1837 2.6071 0.02 0.02 -0.02 0.55
H -2.8850 -0.9779 2.3018 -0.05 -0.01 -0.03 0.17
H -5.0518 3.1205 -1.4648 0.02 0.01 -0.01 0.66
H -4.1306 5.2282 -1.9798 0.00 -0.04 -0.03 0.50
H -1.7703 5.7891 -1.8266 -0.05 0.02 0.00 0.61
H -0.1905 2.2838 -2.2640 0.02 0.06 0.05 -0.05
N -0.7613 -3.5947 -6.4491 0.03 0.00 0.05 -0.35
C -0.5503 -3.1936 -5.1873 -0.03 -0.03 -0.09 0.10
O 0.4438 -3.4794 -4.5402 0.00 0.01 0.02 -0.54
C -1.6112 -2.3318 -4.5347 0.00 0.02 -0.05 0.44
C -2.8807 -2.0451 -5.0123 -0.02 -0.03 -0.03 -0.89
C -3.7265 -1.2641 -4.2343 -0.03 -0.04 -0.05 -1.48
C -3.2790 -0.7782 -3.0237 -0.03 -0.01 0.12 -0.53
N -2.0478 -1.0426 -2.5578 0.56 0.20 0.43 0.92
C -1.2526 -1.8121 -3.3036 -0.16 -0.04 -0.04 0.00
H -0.0601 -4.1707 -6.8893 0.01 -0.01 0.01 0.28
H -1.5603 -3.3321 -6.9966 -0.02 0.02 0.01 0.13
H -3.2393 -2.4330 -5.9579 0.01 0.02 0.01 0.47
H -4.7288 -1.0327 -4.5671 0.01 0.00 0.03 0.56
H -3.9186 -0.1759 -2.3946 0.01 -0.04 -0.06 0.56
H -0.2843 -2.0821 -2.9156 -0.05 0.02 -0.02 0.17
C -1.1770 -5.6285 0.6190 -0.08 0.21 -0.03 -0.94
N -1.6815 -5.3071 -0.7142 0.02 -0.19 -0.09 0.26
C -3.1448 -5.3396 -0.6964 0.11 0.18 0.09 -0.96
N -3.6960 -4.4098 0.2855 -0.22 -0.09 -0.03 0.23
C -3.1582 -4.7261 1.6074 0.13 0.06 -0.15 -0.98
N -1.6936 -4.7081 1.6305 0.05 -0.09 0.15 0.23
C -1.1503 -3.3774 1.4648 -0.15 0.09 -0.14 -1.10
P -1.6585 -2.6314 -0.1669 -0.54 0.27 0.65 3.55
C -1.1481 -4.0859 -1.2600 0.02 0.25 0.08 -1.80
C -3.4871 -3.0238 -0.0880 0.24 0.00 -0.15 -1.39
H -0.0867 -5.5919 0.6140 0.02 -0.01 0.01 0.36
H -1.4912 -6.6389 0.8756 -0.01 -0.02 -0.02 0.31
H -3.4647 -6.3475 -0.4365 0.01 -0.03 -0.01 0.35
H -3.5275 -5.0965 -1.6885 -0.01 0.00 -0.01 0.38
H -3.4924 -5.7247 1.8852 -0.01 -0.01 0.01 0.29
H -3.5407 -4.0135 2.3399 -0.01 0.00 0.01 0.38
H -0.0661 -3.4197 1.4749 0.07 -0.01 0.01 -0.23
H -1.4759 -2.7303 2.2822 0.06 0.00 0.04 0.17
H -0.0608 -4.1267 -1.3219 0.00 -0.03 -0.01 0.27
H -1.5428 -3.9334 -2.2624 -0.02 -0.05 -0.02 0.49
H -3.9237 -2.8367 -1.0727 -0.05 0.00 0.00 0.52
H -3.9729 -2.3667 0.6278 -0.06 -0.04 -0.02 0.35
```
Forces are in eV/Å.